1) Below is C19H24N2O6 as an isolated structure, with properties calculated with ωB97M-V/def2-TZVPD.

- Gap between HOMO and LUMO: 8.559 eV
- HOMO level: -8.28 eV

Cartesian coordinates (Å):
C1 2.58513 2.21078 -2.25494
C2 1.03680 2.13307 -2.70934
H1 0.27210 2.53791 -2.03779
H2 0.97783 2.62423 -3.78521
O1 0.66993 0.98297 -3.11926
C3 0.60485 -0.03536 -2.04475
C4 0.62597 0.37927 -0.70244
C5 0.01297 -0.52278 0.24173
C6 -0.15564 -1.88805 -0.05856
C7 0.01688 -2.28102 -1.22986
C8 0.29607 -1.66136 -2.36865
O2 0.31460 -2.12938 -3.67128
C9 1.03436 -1.27888 -4.65033
C10 2.56114 -1.48670 -4.37703
C11 3.12995 -0.57607 -5.63443
H3 4.43876 -0.58786 -5.41303
H4 2.89580 0.49889 -5.57512
H5 3.14387 -1.14423 -6.49288
C12 3.03857 -2.84776 -4.20386
H6 3.16084 -3.44135 -5.15443
H7 2.62920 -3.30196 -3.54635
H8 4.37909 -2.88428 -4.04807
H9 2.75049 -0.96542 -3.46598
H10 0.99705 -2.30182 -5.42419
H11 0.39158 -0.57414 -5.00400
H12 -0.17453 -3.37685 -1.44695
H13 -0.26597 -2.40246 0.85903
C13 -0.11471 -0.21479 1.71424
O3 -0.22118 -0.78298 2.63299
O4 0.40062 1.22557 1.93574
C14 0.10232 1.60896 3.17007
H14 0.33769 2.82508 3.06015
C15 -1.27453 1.44560 3.68916
O5 -2.15115 1.88305 2.92337
N1 -1.32292 1.08251 4.90964
C16 -2.62391 0.56832 5.62561
N2 -2.67987 0.37206 6.75765
O6 -3.61733 0.03183 7.32800
C17 -4.63196 0.46244 6.18495
C18 -3.80942 0.74744 5.06505
H15 -4.08353 1.28260 4.32197
C19 -5.87554 0.24199 6.39609
H16 -6.27915 -0.56765 6.67590
H17 -6.51861 0.75201 5.45900
H18 -6.44654 1.08197 7.04211
H19 -0.60271 0.83080 5.57993
H20 0.93435 1.27525 3.95856
H21 0.54972 1.51608 -0.31845
H22 3.09805 1.74888 -3.08904
H23 2.74212 1.63889 -1.47738
H24 2.72053 3.26470 -2.22734

2) Below is C19H24N2O6 in the gas phase, with properties calculated with ωB97M-V/def2-TZVPD.

- Gap between HOMO and LUMO: 9.238 eV
- SMILES string: O=C(COC(=O)[C@@]12C[C@@H]3C[C@@H](C[C@@](O)(C3)C1)C2)NC(=O)NCc1ccco1
- HOMO level: -8.61 eV

Cartesian coordinates (Å):
O1 -1.04877 -3.54146 1.33751
C1 -1.61822 -3.08132 0.37876
C2 -0.93356 -2.93265 -0.97582
O2 0.27019 -2.18172 -0.82198
C3 0.14785 -1.04125 -0.14498
O3 -0.90454 -0.66786 0.31819
C4 1.46572 -0.31248 0.01291
C5 2.28620 -1.08320 1.06049
C6 3.62206 -0.37234 1.27211
C7 3.37355 1.05210 1.76616
C8 2.55822 1.81471 0.72248
C9 3.32787 1.86111 -0.59541
C10 3.58134 0.43813 -1.09487
O4 4.29194 0.54663 -2.31523
C11 4.39341 -0.33161 -0.04613
C12 2.23842 -0.27507 -1.30813
C13 1.21824 1.11412 0.50830
N1 -2.92823 -2.67522 0.48587
C14 -3.67048 -1.86916 -0.39245
O5 -3.55521 -1.90788 -1.59345
N2 -4.58651 -1.10617 0.25601
C15 -5.28007 -0.04992 -0.45174
C16 -4.64118 1.28170 -0.20625
C17 -3.34413 1.62499 0.03761
C18 -3.33830 3.03358 0.20011
C19 -4.62671 3.43552 0.04442
O6 -5.42706 2.38076 -0.19724
H1 -0.62172 -3.91650 -1.33088
H2 -1.58978 -2.44924 -1.70262
H3 1.73024 -1.12901 1.99920
H4 2.44908 -2.10633 0.71661
H5 4.20586 -0.92325 2.01739
H6 2.83299 1.02618 2.71441
H7 4.32628 1.55771 1.93547
H8 2.37978 2.83673 1.07225
H9 4.28681 2.36474 -0.46629
H10 2.76536 2.40660 -1.35428
H11 4.46777 -0.33955 -2.65077
H12 4.58360 -1.34856 -0.40125
H13 5.35762 0.16196 0.09197
H14 2.41035 -1.29215 -1.66815
H15 1.66424 0.26109 -2.06716
H16 0.65069 1.08156 1.43980
H17 0.62005 1.65756 -0.22597
H18 -3.26159 -2.72749 1.44229
H19 -4.48264 -0.96982 1.25041
H20 -6.32671 -0.01633 -0.13457
H21 -5.23982 -0.30916 -1.51512
H22 -2.50218 0.96545 0.09616
H23 -2.48894 3.65227 0.40424
H24 -5.08935 4.40153 0.07961

Stability order, top to bottom: 2), 1)

1) Below is H10O5 as an isolated structure, with properties calculated with ωB97M-V/def2-TZVPD.

- Gap between HOMO and LUMO: 8.763 eV
- HOMO level: -9.32 eV

Cartesian coordinates (Å):
O1 -0.07978 1.07673 1.78100
H1 -0.73758 0.63086 2.31459
H2 -0.09942 1.98429 2.08462
O2 -0.34540 1.61479 -1.94870
H3 -0.10314 1.34691 -1.06226
H4 -1.17364 1.16553 -2.11726
O3 -0.92346 -2.73533 0.56275
H5 -1.44022 -1.93576 0.66219
H6 -0.39362 -2.77920 1.35873
O4 1.62260 -0.63872 -1.45446
H7 1.96722 -0.15145 -2.20281
H8 1.07477 -0.00708 -0.98848
O5 0.27003 0.27988 -0.02419
H9 0.09917 -0.62466 0.23823
H10 0.26249 0.77322 0.79605

2) Below is a 5-piece molecular cluster, H10O5 overall, with properties calculated with ωB97M-V/def2-TZVPD.

- Gap between HOMO and LUMO: 11.803 eV
- SMILES string: O.O.O.O.O
- HOMO level: -11.17 eV

Cartesian coordinates (Å):
O1 -0.04823 0.97412 1.01290
H1 0.79351 1.11833 0.58190
H2 -0.74573 0.88658 0.31211
O2 1.21421 1.80963 -1.13369
H3 0.60834 1.24238 -1.71424
H4 0.95479 2.68210 -1.32789
O3 -1.32579 0.27859 -1.63779
H5 -2.20313 0.06034 -1.79733
H6 -0.99847 -0.49009 -1.08636
O4 -0.22792 -1.89900 -0.15980
H7 0.56680 -2.24471 -0.57865
H8 0.17274 -1.57807 0.71633
O5 0.76131 -1.19566 2.19699
H9 0.47097 -0.25976 1.81445
H10 0.00660 -1.38479 2.80107

Stability order, top to bottom: 2), 1)

1) Below is a 5-piece molecular cluster, H10O5 overall, with properties calculated with ωB97M-V/def2-TZVPD.

- Gap between HOMO and LUMO: 11.988 eV
- SMILES string: O.O.O.O.O
- HOMO level: -11.31 eV

Cartesian coordinates (Å):
O1 -0.34425 -3.96106 -3.34625
H1 0.20676 -4.20403 -4.01861
H2 -0.91035 -3.26635 -3.77951
O2 -5.91819 10.80123 2.49952
H3 -5.06433 10.63683 2.10204
H4 -6.25078 11.41076 1.81661
O3 4.33511 1.00988 2.73229
H5 3.42777 0.83350 2.59281
H6 4.61470 1.10871 3.56939
O4 -1.22721 -9.77026 -1.37299
H7 -0.93069 -10.21019 -0.62885
H8 -0.70625 -9.01048 -1.53943
O5 3.06531 1.90819 -0.47977
H9 3.36731 1.74568 0.54034
H10 2.95970 1.05173 -0.91725

2) Below is H10O5 as an isolated structure, with properties calculated with ωB97M-V/def2-TZVPD.

- Gap between HOMO and LUMO: 8.425 eV
- HOMO level: -8.69 eV

Cartesian coordinates (Å):
O1 1.84524 1.88323 0.13741
H1 1.24074 1.14128 0.11942
H2 2.20660 1.91990 -0.74821
O2 0.93088 0.26168 -0.35011
H3 1.18203 -0.59983 -0.68325
H4 0.31340 0.07486 0.35703
O3 -1.77333 0.74625 1.12855
H5 -1.26123 -0.03903 1.32176
H6 -1.66206 0.87974 0.18726
O4 -0.35271 -0.57783 1.25873
H7 0.04583 -0.90696 2.06437
H8 -0.53131 -1.36300 0.74118
O5 -0.70410 -1.27998 -1.48083
H9 0.01299 -0.99558 -2.04750
H10 -1.49297 -1.14470 -2.00582

Stability order, top to bottom: 1), 2)

1) Below is a 5-piece molecular cluster, H10O5 overall, with properties calculated with ωB97M-V/def2-TZVPD.

- Gap between HOMO and LUMO: 10.692 eV
- SMILES string: O.O.O.O.O
- HOMO level: -10.58 eV

Cartesian coordinates (Å):
O1 -1.31185 1.64977 1.40507
H1 -1.78669 1.11100 2.11819
H2 -0.83255 0.99954 0.99939
O2 -2.09441 1.44246 -1.49469
H3 -2.07506 1.40275 -0.57127
H4 -1.22509 1.13036 -1.92192
O3 1.52802 -0.64322 2.15133
H5 2.45457 -1.05651 2.02754
H6 1.70425 0.01176 2.92195
O4 0.57065 0.34643 -0.29582
H7 0.51948 -0.39767 -0.80060
H8 0.76460 0.04343 0.63351
O5 0.33439 -2.25245 -2.18606
H9 1.26158 -2.19308 -2.27392
H10 0.18810 -1.59456 -2.71269

2) Below is H10O5 as an isolated structure, with properties calculated with ωB97M-V/def2-TZVPD.

- Gap between HOMO and LUMO: 9.287 eV
- HOMO level: -9.36 eV

Cartesian coordinates (Å):
O1 -1.38318 0.24738 1.56660
H1 -0.78736 -0.37522 1.98326
H2 -1.69334 0.79975 2.28418
O2 0.60197 -1.33985 -0.28852
H3 0.97656 -1.94914 0.34762
H4 -0.05267 -1.85618 -0.75870
O3 -1.82819 1.87860 -1.66572
H5 -0.97824 1.58916 -1.33399
H6 -1.90611 1.46057 -2.52329
O4 2.62574 -0.52984 0.88926
H7 3.04227 -1.29860 0.49970
H8 1.90000 -0.32544 0.29956
O5 -0.23562 0.67439 -0.80330
H9 0.34690 -0.01562 -0.48583
H10 -0.62872 1.04005 -0.01084

3) Below is a 5-piece molecular cluster, H10O5 overall, with properties calculated with ωB97M-V/def2-TZVPD.

- Gap between HOMO and LUMO: 11.345 eV
- SMILES string: O.O.O.O.O
- HOMO level: -11.11 eV

Cartesian coordinates (Å):
O1 3.49802 -0.27251 -0.09005
H1 2.89135 -0.99117 0.10525
H2 3.95682 -0.30756 0.74182
O2 0.75282 0.67921 2.63072
H3 0.42456 0.20576 1.83574
H4 1.34312 1.36502 2.32479
O3 -4.91821 -0.62437 0.04507
H5 -4.31813 -0.15300 0.65622
H6 -5.84973 -0.35527 0.11879
O4 -0.52014 -1.53321 -0.82106
H7 -1.47400 -1.45019 -0.61986
H8 -0.30014 -2.42578 -0.60464
O5 1.31674 1.86788 -1.82636
H9 0.84004 1.42694 -2.51396
H10 1.88645 1.25186 -1.37069

4) Below is H10O5 as an isolated structure, with properties calculated with ωB97M-V/def2-TZVPD.

- Gap between HOMO and LUMO: 8.950 eV
- HOMO level: -8.43 eV

Cartesian coordinates (Å):
H1 -0.45247 -0.51801 1.06225
H2 -1.37749 -0.70054 -0.12984
H3 1.32603 -2.62678 0.01929
H4 2.56603 -2.39255 -0.82782
H5 3.74148 -0.27261 -0.01558
H6 2.41855 -0.23029 0.73148
H7 1.47994 3.14115 -0.91576
H8 1.60888 4.37597 -0.03904
H9 -5.37378 -0.66729 -0.89541
H10 -5.28572 -0.49905 0.61256
O1 -1.34178 -0.31330 0.75207
O2 1.86669 -1.92393 -0.35844
O3 2.98520 -0.82074 0.22229
O4 1.31287 3.45888 -0.02126
O5 -5.47444 -0.01092 -0.19682

Stability order, top to bottom: 3), 1), 2), 4)

1) Below is a 5-piece molecular cluster, H10O5 overall, with properties calculated with ωB97M-V/def2-TZVPD.

- Gap between HOMO and LUMO: 10.507 eV
- SMILES string: O.O.O.O.O
- HOMO level: -10.46 eV

Cartesian coordinates (Å):
O1 -33.58780 24.76753 -14.34815
H1 -33.07594 25.08095 -15.09381
H2 -33.85823 25.56384 -13.89100
O2 -34.45906 26.13511 -10.84931
H3 -34.07016 26.97918 -10.62011
H4 -33.71067 25.54998 -10.96656
O3 -32.03499 25.07197 -11.47975
H5 -31.36732 24.48315 -11.12799
H6 -31.57872 25.57775 -12.15223
O4 -29.90775 23.49296 -10.17403
H7 -29.67076 22.59609 -9.93803
H8 -29.22950 23.76571 -10.79195
O5 -29.07367 26.60424 -12.25523
H9 -28.47663 25.88296 -12.45406
H10 -28.56160 27.19409 -11.70198

2) Below is H10O5 as an isolated structure, with properties calculated with ωB97M-V/def2-TZVPD.

- Gap between HOMO and LUMO: 8.588 eV
- HOMO level: -8.05 eV

Cartesian coordinates (Å):
H1 -1.27165 -0.31851 -0.25427
H2 0.05409 -1.05190 0.04047
H3 -1.95584 -3.27071 -0.50616
H4 -2.26364 -2.26295 -1.60976
H5 2.71271 -1.28406 1.73250
H6 1.21788 -1.15055 1.66089
H7 3.55055 1.33802 -1.06089
H8 4.56778 1.33307 -0.12876
H9 -3.02921 3.28170 0.17963
H10 -4.46312 3.33014 0.56762
O1 -0.86274 -1.18960 -0.06688
O2 -1.74252 -2.40038 -0.80328
O3 2.06670 -0.65270 1.66379
O4 4.42345 1.59232 -1.06317
O5 -3.77484 2.65734 0.19188

Stability order, top to bottom: 1), 2)

1) Below is a 5-piece molecular cluster, H10O5 overall, with properties calculated with ωB97M-V/def2-TZVPD.

- Gap between HOMO and LUMO: 11.005 eV
- SMILES string: O.O.O.O.O
- HOMO level: -10.50 eV

Cartesian coordinates (Å):
O1 -1.59751 -2.61361 -2.56646
H1 -1.15511 -3.21777 -3.16271
H2 -0.98620 -2.50468 -1.83799
O2 1.83937 0.50165 1.51648
H3 0.96436 0.19217 1.28236
H4 1.97063 0.19425 2.41342
O3 -0.62865 -0.11412 0.65197
H5 -0.84348 -0.05272 -0.27878
H6 -0.94985 0.70587 1.02702
O4 1.09818 -1.08364 -2.10368
H7 1.70881 -0.35728 -1.97815
H8 0.97550 -1.13293 -3.05171
O5 -0.60596 2.82177 2.71587
H9 -1.26580 3.08412 2.07398
H10 -0.52427 3.57691 3.29839

2) Below is H10O5 as an isolated structure, with properties calculated with ωB97M-V/def2-TZVPD.

- Gap between HOMO and LUMO: 8.910 eV
- HOMO level: -8.95 eV

Cartesian coordinates (Å):
O1 -0.06296 0.13451 -0.08840
H1 0.19970 -0.64509 0.40096
H2 -0.91646 -0.09075 -0.45857
O2 -1.38165 -0.75133 -1.14875
H3 -2.31953 -0.61938 -1.01011
H4 -1.31155 -1.03706 -2.05961
O3 0.49878 -1.67406 0.94697
H5 1.00347 -1.19262 1.60252
H6 1.05411 -2.41867 0.71588
O4 -0.63350 2.00685 -0.69407
H7 0.22384 2.42378 -0.60826
H8 -0.50496 1.12150 -0.35368
O5 1.54308 1.27053 0.92710
H9 1.75023 0.52206 1.48666
H10 0.85733 0.94975 0.34136

3) Below is a 5-piece molecular cluster, H10O5 overall, with properties calculated with ωB97M-V/def2-TZVPD.

- Gap between HOMO and LUMO: 11.087 eV
- SMILES string: O.O.O.O.O
- HOMO level: -10.90 eV

Cartesian coordinates (Å):
O1 -2.71333 -1.98553 0.19993
H1 -2.15833 -1.56853 0.83493
H2 -3.38933 -2.46453 0.68493
O2 -0.99333 0.43147 -1.42707
H3 -1.81133 0.14347 -1.81107
H4 -1.20533 1.31247 -1.07707
O3 -0.44933 -0.52653 1.48293
H5 0.09867 -0.76553 2.23993
H6 0.17967 -0.40053 0.72993
O4 1.62567 0.00047 -0.06207
H7 1.44367 -0.54153 -0.83007
H8 2.35567 -0.41453 0.40193
O5 2.15867 2.57747 -0.67507
H9 3.04067 2.44047 -0.37207
H10 1.81767 1.76147 -0.32007

4) Below is a 5-piece molecular cluster, H10O5 overall, with properties calculated with ωB97M-V/def2-TZVPD.

- Gap between HOMO and LUMO: 11.411 eV
- SMILES string: O.O.O.O.O
- HOMO level: -11.28 eV

Cartesian coordinates (Å):
O1 -0.90305 0.55551 -0.70367
H1 -0.56315 -0.23218 -0.99083
H2 -1.82996 0.57829 -0.94164
O2 0.69459 -3.36953 2.69054
H3 0.33529 -2.59131 3.25416
H4 1.00032 -3.09643 1.85489
O3 2.57391 0.45133 -2.66243
H5 2.91945 1.40543 -2.75530
H6 3.18520 -0.01811 -2.10569
O4 -1.36797 -0.65515 3.45146
H7 -1.37612 -1.21478 2.68605
H8 -0.36265 -0.41396 3.60308
O5 -1.55494 2.71357 -2.78021
H9 -1.36069 3.69172 -2.57344
H10 -1.39023 2.19558 -2.02698

Stability order, top to bottom: 3), 1), 4), 2)

1) Below is a 5-piece molecular cluster, H10O5 overall, with properties calculated with ωB97M-V/def2-TZVPD.

- Gap between HOMO and LUMO: 10.691 eV
- SMILES string: O.O.O.O.O
- HOMO level: -10.61 eV

Cartesian coordinates (Å):
O1 2.46882 1.18684 2.71365
H1 2.68290 0.45331 3.29014
H2 2.71193 0.88350 1.83893
O2 -0.41619 -0.06535 1.79253
H3 -0.24283 -0.38134 2.67928
H4 -0.87444 0.76544 1.91911
O3 0.75594 0.03714 -0.83769
H5 1.40227 -0.65955 -0.72322
H6 0.42605 0.20583 0.04489
O4 -2.84384 -1.31058 -1.43201
H7 -2.09770 -0.82589 -1.07905
H8 -2.92867 -2.07190 -0.85806
O5 -0.69381 0.74048 -3.22397
H9 -0.43047 0.43948 -2.35433
H10 0.08004 0.60257 -3.77019

2) Below is a 5-piece molecular cluster, H10O5 overall, with properties calculated with ωB97M-V/def2-TZVPD.

- Gap between HOMO and LUMO: 11.487 eV
- SMILES string: O.O.O.O.O
- HOMO level: -11.10 eV

Cartesian coordinates (Å):
O1 0.46315 2.81141 1.54580
H1 1.25827 3.29959 1.75956
H2 0.33078 2.96600 0.61048
O2 -0.91914 -0.46070 3.33583
H3 -1.66294 -0.55786 2.74122
H4 -1.31077 -0.44229 4.20905
O3 0.72977 -3.56031 -2.21594
H5 1.20837 -3.16940 -2.94694
H6 0.09977 -2.88859 -1.95495
O4 -0.26699 0.12854 -0.19977
H7 -0.12575 0.39528 0.70860
H8 -0.24843 -0.82815 -0.17460
O5 0.01256 0.71666 -2.83543
H9 -0.47300 0.64889 -2.01332
H10 0.90436 0.94091 -2.56964

Stability order, top to bottom: 1), 2)

1) Below is a 5-piece molecular cluster, H10O5 overall, with properties calculated with ωB97M-V/def2-TZVPD.

- Gap between HOMO and LUMO: 10.842 eV
- SMILES string: O.O.O.O.O
- HOMO level: -10.59 eV

Cartesian coordinates (Å):
O1 -0.54061 0.57223 0.05473
H1 -1.21156 0.08425 -0.38078
H2 -0.73065 1.53339 0.07070
O2 1.89691 -0.21519 0.87375
H3 2.13140 -0.92443 0.31296
H4 1.04002 0.04489 0.50990
O3 -0.25413 3.37987 0.31140
H5 -0.03670 3.73913 1.16630
H6 0.07629 4.15552 -0.17526
O4 -1.20418 -2.30285 -2.37846
H7 -0.46017 -1.66157 -2.36597
H8 -1.14340 -2.61913 -3.26432
O5 0.07817 -2.24088 1.94505
H9 -0.61220 -1.67038 1.68728
H10 0.97082 -1.87487 1.63273

2) Below is a 5-piece molecular cluster, H10O5 overall, with properties calculated with ωB97M-V/def2-TZVPD.

- Gap between HOMO and LUMO: 11.486 eV
- SMILES string: O.O.O.O.O
- HOMO level: -10.94 eV

Cartesian coordinates (Å):
O1 -1.41039 2.06985 -1.20310
H1 -1.30981 1.69273 -0.28416
H2 -1.65101 2.98022 -1.12433
O2 -0.98098 -0.07446 1.18284
H3 -0.67912 0.02100 2.11600
H4 -0.17831 -0.38941 0.65195
O3 1.40502 -0.52437 2.62620
H5 1.21916 -0.27722 1.61494
H6 1.89182 0.18172 3.02681
O4 1.08263 -1.19883 -0.20907
H7 0.79187 -2.11951 -0.17744
H8 0.75394 -0.70407 -1.04436
O5 -0.13553 -0.44195 -2.30030
H9 -0.11193 -0.54283 -3.23663
H10 -0.41253 0.51545 -2.31539

Stability order, top to bottom: 2), 1)